1.
Computed, not measured: a gas-phase ion, C7H11FNOS (charge +1) in a non-equilibrium geometry, with ωB97M-V/def2-TZVPD.

Geometry as XYZ:
```
22
Properties=species:S:1:pos:R:3:lowdin_charge:R:1
N -2.720 -1.305 -0.526 0.200
C -1.676 -0.892 0.482 -0.083
C -1.328 0.618 0.247 -0.263
F -1.193 0.803 -1.067 0.055
C 0.064 1.291 0.942 -0.325
O 0.034 2.634 0.690 0.014
C 1.194 0.424 0.374 -0.489
C 2.151 0.827 -0.518 -0.129
C 3.183 -0.121 -0.813 -0.124
C 2.964 -1.276 -0.058 -0.362
S 1.546 -1.192 0.976 1.024
H -2.393 -1.317 -1.538 0.208
H -3.303 -0.463 -0.407 0.168
H -3.273 -2.119 -0.279 0.173
H -0.830 -1.474 0.411 0.030
H -2.118 -1.101 1.435 0.141
H -2.042 1.242 0.800 0.152
H 0.217 1.087 2.045 0.170
H 0.134 2.796 -0.308 0.154
H 2.180 1.809 -1.046 0.131
H 3.945 0.004 -1.538 0.098
H 3.265 -2.276 -0.305 0.058
```

Summary:
Kohn-Sham gap, eV: 8.08
Structure (SMILES): [NH3+]C[C@H](F)[C@H](O)c1cccs1
Total charge: +1
DFT total energy, eV: -24519.161
LUMO level, eV: -3.8

2.
Computed, not measured: a single C7H11FO2 molecule in a non-equilibrium geometry, with ωB97M-V/def2-TZVPD.

Geometry as XYZ:
```
21
Properties=species:S:1:pos:R:3:lowdin_charge:R:1
C -1.245 0.104 1.765 0.072
C -1.414 -0.126 0.421 -0.393
O -2.086 0.784 -0.343 0.067
C -0.978 -1.427 -0.175 -0.145
C 0.121 -1.238 -1.176 -0.086
C 1.061 -0.256 -0.462 -0.280
O 1.783 -0.670 0.637 0.021
C 0.920 1.052 -0.712 -0.323
C 1.518 2.156 0.048 0.014
F 0.301 1.305 -1.876 0.055
H -0.751 -0.593 2.355 0.031
H -1.766 0.956 2.174 0.065
H -2.289 0.540 -1.227 0.095
H -1.813 -1.949 -0.574 0.122
H -0.646 -1.922 0.677 0.090
H -0.342 -0.904 -2.056 0.097
H 0.572 -2.187 -1.394 0.116
H 1.250 -0.860 1.440 0.107
H 0.820 2.690 0.681 0.089
H 1.989 2.684 -0.752 0.082
H 2.227 1.587 0.700 0.104
```

Summary:
Kohn-Sham gap, eV: 9.15
Structure (SMILES): C=C(O)CC/C(O)=C(/C)F
DFT total energy, eV: -14247.605
LUMO level, eV: 0.7

Results for relative energy (zero: lowest compared OMol25 entry of this formula, charge and spin): 34.4, 45.9 (in kcal per mole, following the order of the records).